1.
This record from the Open Molecules 2025 dataset describes C26H36As3Cl3IMoO4 as an isolated structure in a non-equilibrium geometry. The level of theory is ωB97M-V/def2-TZVPD.

```
! RIJCOSX wB97M-V def2-TZVPD def2/J DEFGRID3
* xyz 1 3
Mo 0.11 0.27 -0.03
Cl -3.91 2.53 5.71
C -2.78 1.91 4.55
C -1.64 1.22 4.99
C -0.72 0.72 4.10
C -0.91 0.90 2.73
O -0.01 0.46 1.88
C -2.06 1.58 2.28
C -2.33 1.77 0.90
O -1.65 1.34 -0.04
C -2.98 2.10 3.22
H -1.50 1.08 6.06
H 0.16 0.20 4.45
H -3.22 2.34 0.62
H -3.86 2.64 2.87
C 4.03 0.42 -0.81
As 2.67 0.17 0.54
C 3.07 1.69 1.67
C 3.38 -1.15 1.78
C 3.46 -2.64 1.42
C 4.25 -2.82 0.12
C 2.09 -3.30 1.28
As 0.82 -2.62 -0.02
C 1.37 -3.43 -1.70
C -0.59 -3.88 0.44
C 4.26 -3.37 2.53
As 3.75 -3.57 4.44
C 2.36 -2.23 4.83
C 2.54 -5.10 4.29
H 5.00 0.42 -0.33
H 3.86 1.38 -1.29
H 3.99 -0.36 -1.57
H 4.06 1.54 2.11
H 2.33 1.77 2.46
H 3.07 2.61 1.09
H 2.78 -1.00 2.67
H 4.39 -0.79 2.00
H 3.73 -2.38 -0.73
H 4.40 -3.88 -0.10
H 5.23 -2.35 0.19
H 1.55 -3.24 2.22
H 2.22 -4.36 1.06
H 1.74 -4.44 -1.52
H 2.14 -2.84 -2.20
H 0.49 -3.47 -2.35
H -0.13 -4.86 0.62
H -1.30 -3.96 -0.37
H -1.11 -3.55 1.34
H 5.26 -2.93 2.57
H 4.41 -4.41 2.22
H 2.79 -1.23 4.89
H 1.99 -2.49 5.82
H 1.53 -2.23 4.13
H 3.06 -5.94 3.83
H 1.63 -4.88 3.72
H 2.25 -5.40 5.30
Cl -3.70 -2.54 -5.72
C -2.62 -1.83 -4.55
C -1.46 -1.20 -4.99
C -0.58 -0.65 -4.08
Cl 0.85 0.13 -4.63
C -0.85 -0.70 -2.71
O 0.00 -0.16 -1.86
C -2.03 -1.33 -2.28
C -2.44 -1.43 -0.88
O -1.77 -1.18 0.10
C -2.92 -1.88 -3.22
H -1.24 -1.15 -6.05
H -3.46 -1.82 -0.72
H -3.84 -2.35 -2.88
I -0.23 3.23 -2.09
C 0.84 2.29 -0.46
H 1.86 2.38 -0.79
H 0.69 2.96 0.39
*
```

Summary:
LUMO energy (alpha / beta), hartree: -0.1366 / -0.1371
⟨S²⟩: 2.021
Energy above the lowest of the compared OMol25 structures with the same formula, charge and spin, kcal per mole: 0.0
Kohn-Sham gap (alpha / beta), Eh: 0.239 / 0.265

2.
This record from the Open Molecules 2025 dataset describes C10H30LiNO6 as an isolated structure in a non-equilibrium geometry. The level of theory is ωB97M-V/def2-TZVPD.

```
! RIJCOSX wB97M-V def2-TZVPD def2/J DEFGRID3
* xyz 0 1
Li 0.18 0.57 0.72
C -2.29 0.94 0.98
O -1.51 0.78 -0.27
H -3.29 0.73 0.91
H -2.06 2.11 1.21
H -1.97 0.44 1.70
C 2.20 2.80 -0.54
O 1.87 1.51 0.02
H 3.31 3.08 -0.38
H 1.37 3.59 0.08
H 2.18 2.78 -1.59
H 2.66 1.01 -0.03
C -2.63 -1.17 -0.87
O -2.06 -0.21 -1.83
H -2.87 -2.10 -1.32
H -3.73 -0.67 -0.44
H -2.09 -1.08 0.06
H -1.43 0.43 -1.49
C 0.11 1.92 -3.46
O -0.24 0.75 -2.74
H 0.97 1.76 -4.12
H 0.35 2.82 -2.86
H -0.66 2.18 -4.12
H -0.69 1.03 -1.91
C 0.75 2.59 2.77
O 0.50 1.22 2.52
C 1.47 0.29 3.00
C 1.00 -1.07 2.74
N 0.97 -1.23 1.29
C 0.23 -2.46 0.70
C 0.04 -2.38 -0.78
O -0.52 -3.58 -1.22
C -0.63 -3.81 -2.63
H 0.01 3.20 2.22
H 1.79 2.88 2.56
H 0.77 2.70 3.76
H 1.49 0.53 4.09
H 2.62 0.39 2.86
H 0.02 -1.23 3.07
H 1.61 -1.94 3.13
H 1.77 -1.12 0.99
H -0.69 -2.49 1.37
H 0.88 -3.29 0.97
H 1.00 -2.08 -1.27
H -0.78 -1.64 -1.04
H 0.31 -3.75 -3.00
H -1.33 -2.98 -2.95
H -0.94 -4.76 -2.88
*
```

Summary:
LUMO energy, hartree: -0.0072
Energy above the lowest of the compared OMol25 structures with the same formula, charge and spin, kcal per mole: 0.0
Kohn-Sham gap, Eh: 0.225

3.
This record from the Open Molecules 2025 dataset describes a 27-piece molecular cluster, H54O27 overall in a non-equilibrium geometry. The level of theory is ωB97M-V/def2-TZVPD.

```
! RIJCOSX wB97M-V def2-TZVPD def2/J DEFGRID3
* xyz 0 1
O 2.40 -3.91 2.56
H 1.56 -4.29 2.80
H 2.30 -2.97 2.74
O 0.77 0.40 -0.73
H 0.33 0.16 0.11
H 1.57 -0.21 -0.88
O -3.85 1.90 -3.21
H -3.43 2.75 -3.39
H -4.51 1.82 -3.93
O -3.74 -0.10 1.07
H -4.02 -1.02 0.90
H -2.88 -0.13 0.64
O -1.18 -1.16 3.60
H -0.34 -0.88 3.97
H -1.78 -0.56 4.04
O -0.92 0.30 1.50
H -1.07 -0.43 2.11
H -0.52 1.10 1.99
O -2.73 -2.95 -3.69
H -1.79 -2.87 -4.01
H -3.11 -2.11 -3.97
O 5.72 0.71 3.65
H 5.63 1.60 3.32
H 4.88 0.24 3.63
O -1.53 2.05 -5.06
H -1.67 1.68 -5.92
H -1.62 1.34 -4.44
O -0.11 -2.40 -4.13
H 0.17 -2.93 -3.37
H 0.17 -1.53 -3.85
O 1.55 3.03 -1.09
H 1.35 2.09 -0.88
H 1.64 3.16 -2.03
O -1.56 0.34 -2.56
H -2.34 0.84 -2.25
H -0.85 0.55 -1.96
O -2.80 -5.09 -1.14
H -3.34 -4.58 -1.77
H -1.91 -4.98 -1.47
O 3.68 -3.93 0.07
H 3.71 -3.65 1.02
H 3.23 -4.80 0.08
O 0.26 0.74 5.01
H -0.07 1.06 5.85
H 0.70 1.49 4.55
O -2.73 -2.26 -0.49
H -2.86 -3.19 -0.30
H -2.83 -2.22 -1.47
O -2.41 2.81 0.59
H -1.69 2.37 0.09
H -3.31 2.62 0.13
O -4.91 2.18 0.00
H -5.11 2.06 -0.97
H -4.76 1.28 0.38
O 0.05 2.24 3.03
H 0.15 3.12 2.56
H -0.86 2.18 3.42
O 1.46 2.89 -4.25
H 0.67 2.49 -4.69
H 2.20 2.35 -4.60
O 2.18 -0.98 2.21
H 1.63 -0.22 2.02
H 2.86 -0.98 1.57
O -2.92 2.02 3.73
H -3.30 2.86 3.93
H -3.15 1.86 2.79
O 0.21 4.37 1.25
H -0.73 4.13 1.11
H 0.78 3.94 0.56
O 3.23 -1.25 -0.90
H 3.96 -0.68 -0.63
H 3.59 -2.15 -1.04
O 4.37 1.56 0.34
H 4.00 1.98 -0.47
H 4.59 2.22 0.99
O -0.01 -3.19 -1.60
H 0.53 -3.24 -0.83
H -0.70 -2.54 -1.36
O 5.69 -1.13 1.06
H 6.42 -1.14 1.67
H 5.70 -0.22 0.72
*
```

Summary:
LUMO energy, hartree: -0.0049
Energy above the lowest of the compared OMol25 structures with the same formula, charge and spin, kcal per mole: 34.4
Kohn-Sham gap, Eh: 0.393

4.
This record from the Open Molecules 2025 dataset describes one molecule with the formula C23H32N4S2. The level of theory is ωB97M-V/def2-TZVPD.

```
! RIJCOSX wB97M-V def2-TZVPD def2/J DEFGRID3
* xyz 0 1
C -2.70 0.41 -2.69
C -1.95 0.98 -1.49
C -2.02 2.51 -1.53
C -0.46 0.57 -1.53
N -0.21 -0.77 -1.98
C 0.21 -1.05 -3.23
S 0.32 0.12 -4.41
N 0.47 -2.33 -3.58
C 0.83 -3.43 -2.72
C 2.34 -3.46 -2.41
C 2.72 -2.28 -1.55
C 2.69 -2.39 -0.17
C 2.99 -1.30 0.62
C 3.31 -0.08 0.04
C 3.34 0.03 -1.34
C 3.06 -1.07 -2.13
C -2.62 0.51 -0.17
N -2.33 -0.87 0.13
C -1.40 -1.32 1.01
S -0.61 -2.75 0.69
N -1.21 -0.62 2.14
C -0.15 -0.85 3.08
C 0.84 0.33 3.08
C 0.12 1.62 3.36
C -0.30 1.94 4.64
C -1.01 3.10 4.89
C -1.31 3.96 3.84
C -0.90 3.65 2.56
C -0.19 2.49 2.32
H -2.20 0.70 -3.61
H -2.74 -0.67 -2.66
H -3.72 0.79 -2.71
H -3.05 2.85 -1.40
H -1.42 2.95 -0.74
H -1.66 2.88 -2.48
H 0.06 1.24 -2.23
H -0.01 0.70 -0.54
H -0.15 -1.50 -1.28
H 0.81 -2.40 -4.53
H 0.26 -3.39 -1.79
H 0.55 -4.35 -3.25
H 2.56 -4.39 -1.89
H 2.89 -3.44 -3.35
H 2.43 -3.33 0.29
H 2.99 -1.41 1.70
H 3.54 0.77 0.66
H 3.58 0.98 -1.80
H 3.10 -0.97 -3.20
H -2.27 1.14 0.65
H -3.70 0.63 -0.26
H -2.47 -1.50 -0.66
H -1.75 0.22 2.28
H -0.58 -0.97 4.08
H 0.36 -1.77 2.80
H 1.33 0.38 2.11
H 1.60 0.14 3.85
H -0.06 1.27 5.46
H -1.32 3.34 5.89
H -1.87 4.87 4.03
H -1.13 4.32 1.74
H 0.15 2.26 1.32
*
```

Summary:
LUMO energy, hartree: 0.0219
Energy above the lowest of the compared OMol25 structures with the same formula, charge and spin, kcal per mole: 0.0
Kohn-Sham gap, Eh: 0.309

5.
This record from the Open Molecules 2025 dataset describes C47H37N5O7P2Tc as an isolated structure in a non-equilibrium geometry. The level of theory is ωB97M-V/def2-TZVPD.

```
! RIJCOSX wB97M-V def2-TZVPD def2/J DEFGRID3
* xyz 0 2
Tc 0.00 0.00 0.00
C -4.74 -6.28 -2.21
O -5.60 -5.60 -3.11
C -5.05 -4.53 -3.77
C -3.69 -4.27 -3.90
C -3.25 -3.14 -4.61
C -4.18 -2.25 -5.16
C -5.54 -2.53 -5.05
C -5.97 -3.67 -4.36
N -3.77 -1.12 -5.91
N -3.52 -0.04 -5.33
C -3.09 -0.04 -3.97
C -4.02 0.03 -2.94
C -3.60 0.04 -1.62
C -2.24 0.01 -1.25
O -1.85 0.00 -0.04
C -1.32 -0.01 -2.29
N -0.04 0.00 -1.91
C 0.91 -0.01 -2.87
C 0.64 -0.03 -4.22
C -0.69 -0.04 -4.62
C -1.71 -0.03 -3.65
H -5.35 -7.00 -1.64
H -4.28 -5.60 -1.48
H -3.98 -6.85 -2.75
H -2.93 -4.91 -3.46
H -2.19 -2.95 -4.70
H -6.27 -1.86 -5.50
H -7.04 -3.87 -4.27
H -5.09 0.06 -3.17
H -4.34 0.07 -0.82
H 1.93 0.00 -2.49
H 1.45 -0.04 -4.95
H -0.93 -0.06 -5.68
N -0.27 -1.70 1.71
P 0.00 -0.08 2.34
C 1.73 -0.31 2.91
C 2.12 -1.35 3.76
C 3.45 -1.48 4.17
C 4.41 -0.57 3.74
C 4.04 0.47 2.89
C 2.71 0.60 2.48
C -0.84 -0.16 3.98
C -0.70 0.95 4.83
C -1.30 0.98 6.09
C -2.06 -0.10 6.53
C -2.21 -1.21 5.70
C -1.61 -1.24 4.44
P 0.00 -2.31 0.08
C -0.10 -4.12 0.39
C -0.10 -4.98 -0.72
C -0.18 -6.37 -0.56
C -0.26 -6.92 0.71
C -0.27 -6.08 1.83
C -0.19 -4.70 1.67
C 1.80 -2.05 -0.10
C 2.23 -1.03 -0.97
C 3.59 -0.79 -1.18
C 4.54 -1.57 -0.53
C 4.14 -2.58 0.34
C 2.77 -2.82 0.55
H -1.27 -1.87 1.84
H 1.40 -2.08 4.10
H 3.74 -2.30 4.83
H 5.45 -0.68 4.05
H 4.79 1.17 2.54
H 2.45 1.42 1.80
H -0.11 1.81 4.52
H -1.17 1.85 6.73
H -2.52 -0.08 7.51
H -2.80 -2.06 6.04
H -1.74 -2.14 3.84
H -0.02 -4.58 -1.73
H -0.17 -7.01 -1.44
H -0.32 -8.00 0.84
H -0.33 -6.51 2.82
H -0.17 -4.08 2.56
H 1.51 -0.41 -1.48
H 3.90 0.01 -1.85
H 5.60 -1.38 -0.68
H 4.87 -3.18 0.86
H 2.49 -3.61 1.24
O 1.82 -0.08 0.00
C 2.61 0.85 0.00
C 2.24 2.29 0.00
C 3.29 3.22 0.00
C 2.98 4.58 0.00
C 1.65 5.01 0.00
C 0.63 4.05 0.00
C 0.88 2.66 0.00
O -0.08 1.82 0.00
N 4.06 5.57 0.00
O 3.75 6.77 0.00
O 5.23 5.15 0.00
H 3.70 0.64 0.00
H 4.32 2.88 0.00
H 1.38 6.06 0.00
H -0.41 4.39 0.00
O 0.97 0.97 0.97
*
```

Summary:
LUMO energy (alpha / beta), hartree: -0.0378 / -0.0406
⟨S²⟩: 0.782
Kohn-Sham gap (alpha / beta), Eh: 0.198 / 0.187

6.
This record from the Open Molecules 2025 dataset describes a 9-piece molecular cluster, C23H56BBrNO15S overall in a non-equilibrium geometry. The level of theory is ωB97M-V/def2-TZVPD.

```
! RIJCOSX wB97M-V def2-TZVPD def2/J DEFGRID3
* xyz 1 1
C -2.47 -1.91 -2.68
C -2.49 -0.37 -3.02
C -2.62 0.56 -1.77
O -1.30 0.94 -1.19
C -1.53 1.11 0.17
C -1.41 -0.06 1.06
C -1.00 -1.47 0.55
O -1.86 -2.26 0.33
O 0.32 -1.87 0.39
C 1.07 -0.93 -0.39
S 1.83 0.44 0.63
O 3.29 0.37 0.63
O 1.49 1.75 0.03
C -1.67 0.10 2.49
B -1.58 -1.04 3.61
O -1.01 -2.32 3.35
C -2.10 -0.78 5.11
C -3.67 -0.48 5.05
C -2.06 1.44 2.95
N -2.14 2.52 2.09
O -2.51 3.70 2.67
C -1.89 2.41 0.72
C -2.00 3.72 -0.12
Br -3.79 3.89 -0.98
C -0.81 3.87 -1.17
C 0.06 5.18 -0.89
H -1.47 -2.26 -2.29
H -2.75 -2.47 -3.61
H -3.21 -2.20 -1.89
H -3.42 -0.20 -3.64
H -1.63 -0.09 -3.68
H -3.12 1.51 -2.09
H -3.26 0.07 -0.99
H 0.48 -0.54 -1.27
H 1.95 -1.49 -0.81
H 1.34 0.46 1.92
H -1.69 -2.91 2.97
H -1.98 -1.73 5.71
H -1.49 0.00 5.63
H -4.00 -0.76 4.01
H -4.26 -1.02 5.83
H -3.89 0.63 5.13
H -2.30 1.61 4.03
H -1.72 4.10 3.08
H -1.93 4.63 0.54
H -0.11 3.00 -1.17
H -1.29 4.06 -2.17
H -0.49 5.93 -0.26
H 1.05 4.94 -0.42
H 0.31 5.72 -1.85
C 3.74 3.90 -1.85
O 3.68 3.78 -0.44
H 4.57 4.56 -2.11
H 3.91 2.92 -2.30
H 2.81 4.33 -2.23
H 2.94 3.19 -0.24
C -2.46 1.37 -6.67
O -3.49 0.92 -5.79
H -1.77 1.98 -6.10
H -1.93 0.51 -7.08
H -2.90 1.97 -7.47
H -4.10 0.38 -6.32
C 2.37 -4.45 2.90
O 1.86 -3.29 3.54
H 3.44 -4.32 2.75
H 2.20 -5.33 3.53
H 1.88 -4.59 1.93
H 0.91 -3.42 3.66
C 4.29 -3.06 -2.20
O 3.19 -3.73 -2.80
H 5.14 -3.11 -2.88
H 4.03 -2.02 -2.01
H 4.55 -3.56 -1.26
H 2.45 -3.68 -2.18
C -0.99 3.02 7.20
O -2.15 2.41 6.62
H -0.16 2.93 6.50
H -1.19 4.07 7.39
H -0.73 2.51 8.13
H -2.86 2.50 7.26
C 3.78 -6.60 -0.26
O 3.67 -7.20 1.03
H 3.06 -5.79 -0.33
H 4.79 -6.20 -0.40
H 3.57 -7.34 -1.03
H 4.31 -7.91 1.07
C 3.99 2.20 3.87
O 2.79 1.68 3.29
H 3.72 2.90 4.66
H 4.57 1.38 4.30
H 4.58 2.71 3.11
H 3.06 1.06 2.60
C -1.40 -2.56 -9.01
O -1.62 -1.25 -8.47
H -2.06 -3.26 -8.50
H -1.62 -2.56 -10.08
H -0.36 -2.85 -8.84
H -1.03 -0.65 -8.94
*
```

Summary:
LUMO energy, hartree: -0.1776
Kohn-Sham gap, Eh: 0.255

7.
This record from the Open Molecules 2025 dataset describes an isolated ion of composition C7H10N3O3 and charge +1 in a non-equilibrium geometry. The level of theory is ωB97M-V/def2-TZVPD.

```
! RIJCOSX wB97M-V def2-TZVPD def2/J DEFGRID3
* xyz 1 3
C -2.04 1.16 0.38
C -2.30 0.27 -0.54
C 0.21 0.93 0.42
C 1.67 1.12 0.81
C 0.79 -1.55 -0.47
C 0.20 -0.19 -0.91
C 0.07 -2.12 0.66
N -0.80 1.46 0.89
N 1.76 2.15 1.72
N -1.18 -0.43 -1.40
O 2.55 0.38 0.43
O 1.80 -1.98 -0.98
O 0.85 0.31 -2.00
H -2.93 1.68 0.99
H -3.21 0.06 -1.02
H -0.15 -3.11 0.42
H -0.97 -1.61 0.77
H 0.63 -2.08 1.57
H 1.00 2.78 2.00
H 2.71 2.37 2.19
H -1.35 -1.39 -1.44
H -1.10 -0.07 -2.36
H 1.80 -0.15 -2.12
*
```

Summary:
LUMO energy (alpha / beta), hartree: -0.1299 / -0.2965
⟨S²⟩: 2.017
Energy above the lowest of the compared OMol25 structures with the same formula, charge and spin, kcal per mole: 0.0
Kohn-Sham gap (alpha / beta), Eh: 0.269 / 0.219

What did the third record say?
This record from the Open Molecules 2025 dataset describes a 27-piece molecular cluster, H54O27 overall in a non-equilibrium geometry. The level of theory is ωB97M-V/def2-TZVPD.

```
! RIJCOSX wB97M-V def2-TZVPD def2/J DEFGRID3
* xyz 0 1
O 2.40 -3.91 2.56
H 1.56 -4.29 2.80
H 2.30 -2.97 2.74
O 0.77 0.40 -0.73
H 0.33 0.16 0.11
H 1.57 -0.21 -0.88
O -3.85 1.90 -3.21
H -3.43 2.75 -3.39
H -4.51 1.82 -3.93
O -3.74 -0.10 1.07
H -4.02 -1.02 0.90
H -2.88 -0.13 0.64
O -1.18 -1.16 3.60
H -0.34 -0.88 3.97
H -1.78 -0.56 4.04
O -0.92 0.30 1.50
H -1.07 -0.43 2.11
H -0.52 1.10 1.99
O -2.73 -2.95 -3.69
H -1.79 -2.87 -4.01
H -3.11 -2.11 -3.97
O 5.72 0.71 3.65
H 5.63 1.60 3.32
H 4.88 0.24 3.63
O -1.53 2.05 -5.06
H -1.67 1.68 -5.92
H -1.62 1.34 -4.44
O -0.11 -2.40 -4.13
H 0.17 -2.93 -3.37
H 0.17 -1.53 -3.85
O 1.55 3.03 -1.09
H 1.35 2.09 -0.88
H 1.64 3.16 -2.03
O -1.56 0.34 -2.56
H -2.34 0.84 -2.25
H -0.85 0.55 -1.96
O -2.80 -5.09 -1.14
H -3.34 -4.58 -1.77
H -1.91 -4.98 -1.47
O 3.68 -3.93 0.07
H 3.71 -3.65 1.02
H 3.23 -4.80 0.08
O 0.26 0.74 5.01
H -0.07 1.06 5.85
H 0.70 1.49 4.55
O -2.73 -2.26 -0.49
H -2.86 -3.19 -0.30
H -2.83 -2.22 -1.47
O -2.41 2.81 0.59
H -1.69 2.37 0.09
H -3.31 2.62 0.13
O -4.91 2.18 0.00
H -5.11 2.06 -0.97
H -4.76 1.28 0.38
O 0.05 2.24 3.03
H 0.15 3.12 2.56
H -0.86 2.18 3.42
O 1.46 2.89 -4.25
H 0.67 2.49 -4.69
H 2.20 2.35 -4.60
O 2.18 -0.98 2.21
H 1.63 -0.22 2.02
H 2.86 -0.98 1.57
O -2.92 2.02 3.73
H -3.30 2.86 3.93
H -3.15 1.86 2.79
O 0.21 4.37 1.25
H -0.73 4.13 1.11
H 0.78 3.94 0.56
O 3.23 -1.25 -0.90
H 3.96 -0.68 -0.63
H 3.59 -2.15 -1.04
O 4.37 1.56 0.34
H 4.00 1.98 -0.47
H 4.59 2.22 0.99
O -0.01 -3.19 -1.60
H 0.53 -3.24 -0.83
H -0.70 -2.54 -1.36
O 5.69 -1.13 1.06
H 6.42 -1.14 1.67
H 5.70 -0.22 0.72
*
```

Summary:
LUMO energy, hartree: -0.0049
Energy above the lowest of the compared OMol25 structures with the same formula, charge and spin, kcal per mole: 34.4
Kohn-Sham gap, Eh: 0.393